Record 1
3 unconnected molecules or ions with the total composition C3H9N6O in a non-equilibrium geometry, computed with ωB97M-V with the def2-TZVPD basis set.

Each line ends with the Mulliken charge.
Atoms and positions in Å:
1 N -1.45311 -1.58916 0.62614  -1.11
2 N 0.95978 -0.95148 1.52199  -0.40
3 C -0.54492 1.96087 0.14442  0.42
4 C 1.10604 -0.74536 -2.10254  -0.11
5 N -0.03173 0.14429 -2.08545  -0.07
6 C -0.89828 -0.09662 -1.11056  0.14
7 H 1.65447 -0.58935 -2.95755  0.45
8 O 1.53282 -1.30188 -1.12697  -0.51
9 N -0.97488 2.57343 -0.89338  -0.45
10 H -1.92624 2.67169 -1.06355  0.25
11 H -0.42212 3.40730 -1.22500  0.27
12 H -0.48305 0.63740 -2.89432  0.31
13 N -0.08727 1.34085 0.97353  -0.42
14 H 1.73114 -1.29120 0.74317  0.43
15 H 0.42314 -0.01623 1.14501  0.22
16 H -2.11317 -2.33823 0.56198  0.21
17 H 1.46234 -0.83545 2.46506  0.36
18 N -1.03247 -1.00912 -0.36468  0.62
19 H 0.13215 -1.49911 1.52742  0.39

Cartesian forces (eV/Å) of the 2 atoms listed first:
N 0.99 0.13 2.23
N 4.37 1.08 -0.98

LUMO in eV: -3.3
Energy relative to the best compared isomer or geometry (same formula, charge and spin) in eV: 3.812
Frontier orbital gap in eV: 9.45
Molecular weight in u: 145.1
HOMO energy in eV: -12.736
Charge: +1

Record 2
A single C3H9NO molecule in a non-equilibrium geometry, computed with ωB97M-V with the def2-TZVPD basis set.

Each line ends with the Mulliken charge.
Atoms and positions in Å:
1 H -1.37516 -0.54823 -0.80498  0.33
2 O 1.27549 -1.73827 0.71047  -0.57
3 H -0.29806 -0.67030 1.49978  0.35
4 H -1.35238 1.88035 -0.00089  0.22
5 C -0.04386 -1.25536 0.62268  -0.37
6 N 0.45659 0.71090 -0.87301  -0.40
7 H 0.33991 2.70052 -0.44552  0.34
8 H 0.14861 1.66040 1.05615  0.24
9 C -0.27547 -0.58584 -0.68909  -0.56
10 C -0.13474 1.77182 -0.01945  -0.76
11 H 0.02234 -1.25926 -1.52544  0.36
12 H -0.80663 -2.07977 0.60720  0.22
13 H 1.74786 -1.57026 1.72584  0.35
14 H 0.29549 0.98328 -1.86373  0.26

Cartesian forces (eV/Å) of the 2 atoms listed first:
H 0.11 0.65 0.06
O 2.63 0.33 4.28

LUMO in eV: 0.8
Energy relative to the best compared isomer or geometry (same formula, charge and spin) in eV: 2.249
Frontier orbital gap in eV: 9.97
SMILES: CNCCO
Molecular weight in u: 75.1
HOMO energy in eV: -9.149

Record 3
2 unconnected molecules or ions with the total composition C3H9NO in a non-equilibrium geometry, computed with ωB97M-V with the def2-TZVPD basis set.

Each line ends with the Mulliken charge.
Atoms and positions in Å:
1 H -3.76246 3.85633 0.02928  0.32
2 O -3.23842 4.35861 0.68402  -0.64
3 H -1.05828 -2.78942 -0.46444  0.25
4 H 1.09794 -0.90852 -1.49972  0.31
5 H 0.48851 -1.67149 1.22433  0.31
6 H 1.83162 0.44765 0.35960  0.35
7 N 1.19370 -1.61056 0.50615  -0.38
8 H -2.68433 4.87616 0.07281  0.32
9 H -1.46500 -1.44192 -1.55411  0.24
10 C 0.56808 -1.47259 -0.73816  0.02
11 H 2.63404 -0.51996 1.69698  0.33
12 C 2.15479 -0.55277 0.72828  -0.95
13 H 2.91426 -0.65916 -0.05613  0.32
14 C -0.67446 -1.91236 -0.98890  -0.80

Cartesian forces (eV/Å) of the 2 atoms listed first:
H 0.13 0.12 0.73
O -0.06 -0.07 -1.34

LUMO in eV: 0.9
Energy relative to the best compared isomer or geometry (same formula, charge and spin) in eV: 2.436
Frontier orbital gap in eV: 8.79
SMILES: C=CNC.O
Molecular weight in u: 75.1
HOMO energy in eV: -7.933

Record 4
A single C3H9NO molecule in a non-equilibrium geometry, computed with ωB97M-V with the def2-TZVPD basis set.

Each line ends with the Mulliken charge.
Atoms and positions in Å:
1 C -0.33588 0.49379 -0.30477  0.34
2 H -1.65491 0.03050 0.97541  0.39
3 H -0.77622 -0.54626 -2.11088  0.33
4 H 0.57643 0.40975 2.33935  0.20
5 O -1.68638 0.23795 0.02426  -0.56
6 H 0.91391 -0.15009 -1.92051  0.35
7 H -0.11600 1.54421 -0.12496  0.18
8 H 1.62436 0.00795 0.43918  0.31
9 C 0.60329 -0.37109 0.50684  -0.58
10 C -0.09116 0.24270 -1.80553  -1.28
11 H 0.63180 -1.39056 0.12098  0.41
12 H -0.32324 1.12918 -2.38768  0.33
13 H 0.46024 -1.23856 2.36413  0.20
14 N 0.17377 -0.39946 1.88418  -0.61

Cartesian forces (eV/Å) of the 2 atoms listed first:
C 0.08 -0.01 -1.15
H -0.13 0.00 -0.12

LUMO in eV: 1.0
Energy relative to the best compared isomer or geometry (same formula, charge and spin) in eV: 0.711
Frontier orbital gap in eV: 10.71
SMILES: C[C@@H](O)CN
Molecular weight in u: 75.1
HOMO energy in eV: -9.756

Record 5
2 unconnected molecules or ions with the total composition C3H9NO in a non-equilibrium geometry, computed with ωB97M-V with the def2-TZVPD basis set.

Each line ends with the Mulliken charge.
Atoms and positions in Å:
1 C -0.21241 0.65436 -1.92683  -0.91
2 C -1.45303 -0.21977 -1.64235  -0.24
3 H 2.38220 -0.47932 3.01606  0.22
4 C 1.49249 0.08677 2.68045  -0.05
5 H -1.84207 -0.63601 -2.57434  0.26
6 N -1.09650 -1.32828 -0.73578  -0.61
7 H -0.33464 1.63870 -1.56295  0.25
8 H -2.19483 0.38503 -1.12857  0.29
9 H 0.56984 -0.41123 3.03474  0.20
10 H -0.42346 -1.94488 -1.16760  0.20
11 H -1.93862 -1.85133 -0.52723  0.20
12 O 1.45173 1.08121 2.02125  -0.38
13 H -0.03801 0.69926 -3.00241  0.27
14 H 0.62911 0.20163 -1.40359  0.28

Cartesian forces (eV/Å) of the 2 atoms listed first:
C -0.36 -1.38 -0.41
C 0.79 -0.27 0.21

LUMO in eV: 1.1
Energy relative to the best compared isomer or geometry (same formula, charge and spin) in eV: 1.824
Frontier orbital gap in eV: 10.27
SMILES: C=O.CCN
Molecular weight in u: 75.1
HOMO energy in eV: -9.195

Record 6
A single C3H9NO molecule in a non-equilibrium geometry, computed with ωB97M-V with the def2-TZVPD basis set.

Each line ends with the Mulliken charge.
Atoms and positions in Å:
1 C -0.88235 -0.52840 0.15075  -0.64
2 H 2.30468 0.63998 -0.61333  0.37
3 O -1.39848 -0.93750 -1.10219  -0.51
4 H -0.48577 -1.44208 0.62075  0.29
5 H -1.73486 -0.18622 0.79408  0.30
6 H 1.27003 -0.40541 -1.59245  0.32
7 C 1.50414 -0.08527 -0.56427  -1.33
8 N 0.57178 1.05001 1.40819  -0.73
9 H -1.70334 -0.12096 -1.55871  0.32
10 H -0.25056 1.51767 1.79109  0.25
11 H 1.91647 -0.94581 0.00800  0.31
12 C 0.23680 0.51546 0.07246  0.45
13 H -0.07450 1.40240 -0.51286  0.32
14 H 0.79168 0.27964 2.07008  0.26

Cartesian forces (eV/Å) of the 2 atoms listed first:
C -0.59 -0.09 0.50
H 0.07 0.36 0.00

LUMO in eV: 1.0
Energy relative to the best compared isomer or geometry (same formula, charge and spin) in eV: 0.816
Frontier orbital gap in eV: 10.38
SMILES: C[C@H](N)CO
Molecular weight in u: 75.1
HOMO energy in eV: -9.433

Record 7
2 unconnected molecules or ions with the total composition C3H9NO2 in a non-equilibrium geometry, computed with ωB97M-V with the def2-TZVPD basis set.

Each line ends with the Mulliken charge.
Atoms and positions in Å:
1 C 0.83742 -0.46823 2.31316  -1.28
2 H -1.75907 -0.46978 -2.30633  0.43
3 H 1.92927 -0.44615 2.46808  0.32
4 H 0.63897 -1.44862 0.39392  0.28
5 H 1.25155 1.41713 0.70221  0.26
6 H 0.57821 2.25663 -1.28530  0.32
7 H 0.41916 -1.31870 2.87738  0.34
8 O -2.29242 -0.99189 -2.94758  -0.67
9 O -0.27197 0.43369 -1.91361  -0.67
10 C 0.28925 1.19911 -1.07118  0.06
11 N 0.74707 0.75307 0.10971  -0.12
12 H -0.77604 -0.47951 0.89852  0.24
13 C 0.32693 -0.46920 0.80482  -0.18
14 H 0.40645 0.46514 2.71280  0.38
15 H -2.32477 -0.43270 -3.75660  0.29

Cartesian forces (eV/Å) of the 2 atoms listed first:
C -0.65 0.89 -0.90
H -0.26 -0.44 -0.80

LUMO in eV: 0.6
Energy relative to the best compared isomer or geometry (same formula, charge and spin) in eV: 1.063
Frontier orbital gap in eV: 10.80
SMILES: CCNC=O.O
Molecular weight in u: 91.1
HOMO energy in eV: -10.150

Record 8
2 unconnected molecules or ions with the total composition C3H9NO2, computed with ωB97M-V with the def2-TZVPD basis set.

Each line ends with the Mulliken charge.
Atoms and positions in Å:
1 C -0.79058 -1.57729 -1.15874  -0.96
2 H 1.31161 -2.35522 0.33983  0.32
3 C 0.26193 2.16788 0.00387  0.12
4 H -1.37045 -0.80833 -1.66582  0.31
5 H 0.79461 -1.56108 1.81576  0.31
6 H -1.06702 -0.66499 0.64398  0.28
7 H 0.05567 -1.86076 -1.78399  0.34
8 H 0.62387 0.32809 -0.31559  0.55
9 C 0.43493 -2.01721 0.89346  -0.95
10 H -1.43063 -2.45613 -1.02085  0.35
11 H -0.17999 -2.88486 1.15668  0.33
12 N -0.28661 -1.02703 0.10031  -0.37
13 H 0.62062 3.17420 -0.23969  0.34
14 O 1.03692 1.23811 -0.52548  -0.48
15 O -0.68309 1.97021 0.72147  -0.51

Cartesian forces (eV/Å) of the 2 atoms listed first:
C -0.07 0.06 0.17
H -0.05 -0.07 -0.05

LUMO in eV: 0.9
Energy relative to the best compared isomer or geometry (same formula, charge and spin) in eV: 0.803
Frontier orbital gap in eV: 10.58
SMILES: O=CO.CNC
Molecular weight in u: 91.1
HOMO energy in eV: -9.698

Record 9
A single C3H9NO2 molecule in a non-equilibrium geometry, computed with ωB97M-V with the def2-TZVPD basis set.

Each line ends with the Mulliken charge.
Atoms and positions in Å:
1 H -0.50901 -0.52809 -1.20210  0.37
2 H -1.89943 -1.25031 0.54599  0.28
3 H -0.28474 1.06083 1.45342  0.28
4 N -0.90634 -1.46290 0.57982  -0.75
5 H -1.98190 1.51530 -0.72621  0.34
6 H 1.65400 -0.52372 0.95867  0.26
7 O -1.85085 1.25265 0.20268  -0.52
8 C -0.49512 0.95132 0.36090  -0.67
9 H -0.65833 -1.38075 1.59207  0.29
10 C 1.34349 -0.68073 -0.07582  -0.67
11 O 1.99179 0.25878 -0.92505  -0.51
12 H 2.92055 0.05145 -0.99334  0.30
13 C -0.14741 -0.40844 -0.18260  0.31
14 H 0.15606 1.71182 -0.11100  0.31
15 H 1.61387 -1.68053 -0.41218  0.38

Cartesian forces (eV/Å) of the 2 atoms listed first:
H 0.29 0.29 -0.28
H 0.13 0.11 -0.13

LUMO in eV: 0.9
Energy relative to the best compared isomer or geometry (same formula, charge and spin) in eV: 1.545
Frontier orbital gap in eV: 10.20
SMILES: NC(CO)CO
Molecular weight in u: 91.1
HOMO energy in eV: -9.314

Record 10
2 unconnected molecules or ions with the total composition C3H9NO2 in a non-equilibrium geometry, computed with ωB97M-V with the def2-TZVPD basis set.

Each line ends with the Mulliken charge.
Atoms and positions in Å:
1 H -0.36482 -1.59923 0.28484  0.25
2 H 1.34238 1.68877 -2.52610  0.31
3 C 1.83073 0.17189 -1.04386  0.51
4 H 0.72959 -0.56334 1.25073  0.30
5 C 0.65888 -1.36934 0.53714  -0.83
6 H 2.35647 -1.62375 -0.63482  0.28
7 O 2.84712 0.66516 -0.64040  -0.54
8 N 1.44798 -1.17386 -0.67761  -0.31
9 H -0.00631 1.04724 -1.67879  0.26
10 H 0.89787 0.03967 -2.92748  0.29
11 O -4.82701 1.42065 3.31303  -0.64
12 H -4.09907 2.02187 3.18535  0.32
13 C 0.95354 0.75735 -2.11403  -0.90
14 H -4.79769 0.73715 2.64222  0.32
15 H 1.03034 -2.22023 1.02977  0.38

Cartesian forces (eV/Å) of the 2 atoms listed first:
H -0.46 0.24 -0.01
H 0.36 -0.06 0.22

LUMO in eV: 0.6
Energy relative to the best compared isomer or geometry (same formula, charge and spin) in eV: 1.488
Frontier orbital gap in eV: 10.03
SMILES: CNC(C)=O.O
Molecular weight in u: 91.1
HOMO energy in eV: -9.480

Record 11
2 unconnected molecules or ions with the total composition C3H9NO2 in a non-equilibrium geometry, computed with ωB97M-V with the def2-TZVPD basis set.

Each line ends with the Mulliken charge.
Atoms and positions in Å:
1 H -0.12207 -1.74107 1.39640  0.35
2 C -2.49908 0.02460 -0.05769  -0.98
3 H 1.13680 0.89036 -2.05361  0.24
4 C 2.16958 0.65708 -1.90899  -0.61
5 O -0.61140 0.52274 1.33211  -0.50
6 H 1.93056 0.38053 0.06785  0.18
7 H -2.74721 1.04784 -0.07115  0.36
8 H 2.78948 1.46310 -2.32655  0.25
9 H 2.25953 -0.31591 -2.42845  0.21
10 H -3.53203 -0.39629 0.27757  0.30
11 N 2.73527 0.42368 -0.57037  -0.50
12 O -0.91523 -1.49011 0.84448  -0.52
13 H 3.57540 0.85056 -0.14250  0.21
14 H -2.25564 -0.30763 -1.17725  0.22
15 C -1.33193 -0.19806 0.80628  0.77

Cartesian forces (eV/Å) of the 2 atoms listed first:
H -1.24 1.43 -0.72
C -2.29 -1.42 -2.18

LUMO in eV: 0.7
Energy relative to the best compared isomer or geometry (same formula, charge and spin) in eV: 2.172
Frontier orbital gap in eV: 9.34
SMILES: CC(=O)O.CN
Molecular weight in u: 91.1
HOMO energy in eV: -8.612

Record 12
2 unconnected molecules or ions with the total composition C3H9NO2 in a non-equilibrium geometry, computed with ωB97M-V with the def2-TZVPD basis set.

Each line ends with the Mulliken charge.
Atoms and positions in Å:
1 H -3.42277 0.84729 -0.07230  0.27
2 H -1.13188 0.81171 -0.62602  0.20
3 H -0.83271 -0.52730 0.12136  0.27
4 O -3.05396 -0.71507 -1.23679  -0.54
5 C -2.76312 -0.05210 0.01739  -0.29
6 H -3.17649 -0.07786 -1.89064  0.31
7 N -1.33833 0.30760 0.21906  -0.50
8 H 3.78707 0.55058 -0.40768  0.27
9 H -2.92302 -0.63442 0.96983  0.30
10 H 3.30812 0.78708 1.32750  0.27
11 H 2.21524 1.38457 0.03698  0.24
12 O 1.18356 -1.12185 0.80416  -0.47
13 H 3.03101 -1.44682 0.07798  0.27
14 C 2.21097 -0.73272 0.31302  0.16
15 C 2.90629 0.61930 0.34614  -0.76

Cartesian forces (eV/Å) of the 2 atoms listed first:
H 0.79 -0.40 1.02
H 0.66 0.60 -0.26

LUMO in eV: 0.8
Energy relative to the best compared isomer or geometry (same formula, charge and spin) in eV: 2.590
Frontier orbital gap in eV: 10.47
SMILES: CC=O.NCO
Molecular weight in u: 91.1
HOMO energy in eV: -9.684